# 1
DFT (ωB97M-V/def2-TZVPD) results for a molecular structure, C30H81BF6N8O11PbS2.

```
140
Properties=species:S:1:pos:R:3:lowdin_charge:R:1
Pb -0.411 0.599 1.382 1.563
C -1.551 3.382 4.972 -0.609
F -1.276 2.540 5.986 0.125
F -2.678 3.014 4.418 0.160
F -1.526 4.677 5.404 0.125
S -0.152 3.245 3.625 0.767
O -0.847 3.660 2.357 -0.361
O 1.004 4.108 3.971 -0.290
N 0.150 1.480 3.653 -0.423
S 1.375 1.286 4.562 0.564
O 2.644 1.368 3.816 -0.312
O 1.379 1.917 5.880 -0.290
C 1.247 -0.594 4.987 -0.627
F 2.168 -0.866 5.911 0.146
F -0.032 -0.903 5.452 0.081
F 1.476 -1.346 3.970 0.156
B -0.619 -0.847 -0.654 -0.589
H -1.561 -0.966 -0.141 -0.048
H 0.168 -1.221 -0.018 -0.043
H -0.686 -1.388 -1.585 -0.002
H -0.402 0.204 -0.765 -0.055
C 3.784 2.154 -0.048 -0.033
C 2.403 2.104 0.473 -0.446
C 1.389 2.546 -0.589 -0.130
O 0.082 2.631 0.038 -0.365
C -0.985 3.217 -0.721 -0.079
N 2.117 0.774 0.869 -0.013
H 4.473 2.240 0.792 0.080
H 3.993 3.068 -0.605 0.090
H 3.856 1.238 -0.635 0.083
H 2.327 2.751 1.346 0.148
H 1.296 1.892 -1.456 0.124
H 1.674 3.536 -0.945 0.130
H -0.629 4.182 -1.083 0.063
H -1.742 3.593 -0.033 0.088
H -1.392 2.669 -1.571 0.094
H 2.319 0.170 0.085 0.032
H 2.962 0.472 1.332 0.052
C -2.620 -4.697 -0.329 -0.055
C -1.305 -5.129 -0.930 -0.436
C -1.365 -5.215 -2.451 -0.200
O -0.128 -5.700 -2.966 -0.195
C -0.199 -6.128 -4.290 -0.126
N -0.234 -4.311 -0.407 0.086
H -2.787 -3.622 -0.394 0.062
H -2.632 -4.834 0.752 0.078
H -3.494 -5.234 -0.698 0.085
H -1.102 -6.146 -0.593 0.142
H -1.457 -4.206 -2.853 0.113
H -2.219 -5.843 -2.704 0.123
H -0.271 -5.344 -5.044 0.087
H -1.013 -6.822 -4.501 0.085
H 0.726 -6.686 -4.437 0.091
H 0.579 -4.586 -0.940 0.059
H -0.438 -3.368 -0.705 0.031
C -5.135 0.151 1.819 -0.041
C -3.661 0.319 2.198 -0.390
C -3.082 -1.121 2.305 -0.191
O -1.712 -1.155 2.527 -0.356
C -1.073 -2.402 2.419 -0.087
N -2.958 1.150 1.230 0.005
H -5.323 -0.471 0.943 0.064
H -5.567 1.137 1.650 0.087
H -5.651 -0.299 2.667 0.087
H -3.596 0.777 3.185 0.136
H -3.327 -1.590 1.352 0.115
H -3.515 -1.742 3.089 0.143
H 0.016 -2.430 2.457 0.088
H -1.458 -2.837 1.497 0.059
H -1.453 -3.044 3.213 0.105
H -3.555 1.964 1.275 0.095
H -3.280 0.802 0.338 0.025
C -5.802 -0.166 -2.097 -0.063
C -4.505 -0.862 -1.813 -0.446
C -4.035 -1.758 -2.932 -0.221
O -4.910 -2.801 -3.178 -0.163
C -4.449 -3.732 -4.134 -0.088
N -3.572 0.173 -1.430 0.055
H -6.635 -0.860 -2.204 0.081
H -5.719 0.301 -3.078 0.087
H -6.223 0.457 -1.307 0.077
H -4.752 -1.456 -0.933 0.126
H -3.162 -2.318 -2.594 0.107
H -3.706 -1.152 -3.776 0.137
H -4.374 -3.322 -5.142 0.090
H -5.137 -4.563 -4.287 0.092
H -3.486 -4.121 -3.803 0.059
H -3.376 0.713 -2.261 0.095
H -2.670 -0.258 -1.289 0.016
C -2.634 6.722 -2.521 -0.076
C -1.534 7.700 -2.252 -0.452
C -0.570 7.139 -1.122 -0.157
O -1.233 7.089 0.171 -0.195
C -0.502 6.438 1.178 -0.112
N -0.745 7.786 -3.434 0.017
H -3.108 6.498 -1.565 0.076
H -2.316 5.761 -2.926 0.079
H -3.399 7.114 -3.190 0.076
H -1.880 8.694 -1.969 0.138
H 0.211 7.892 -1.016 0.116
H -0.117 6.194 -1.420 0.101
H 0.281 7.088 1.569 0.094
H -0.124 5.506 0.757 0.061
H -1.132 6.132 2.013 0.081
H -0.103 8.558 -3.323 0.073
H -1.308 8.066 -4.224 0.075
C 7.590 0.047 2.892 -0.048
C 6.091 0.156 2.375 -0.435
C 5.384 -1.160 2.585 -0.179
O 4.021 -1.008 2.110 -0.224
C 3.359 -2.254 1.819 -0.082
N 5.415 1.207 3.055 0.054
H 7.742 -0.272 3.923 0.073
H 8.290 0.836 2.615 0.069
H 8.150 -0.731 2.373 0.060
H 6.054 0.336 1.301 0.129
H 5.331 -1.402 3.647 0.129
H 5.921 -1.994 2.132 0.126
H 3.782 -2.699 0.918 0.068
H 2.394 -2.054 1.354 0.067
H 3.268 -3.024 2.586 0.098
H 5.558 0.985 4.030 0.081
H 4.427 1.137 2.855 0.013
C 1.681 -2.569 -3.105 -0.038
C 2.497 -2.052 -1.886 -0.420
C 3.985 -2.307 -2.026 -0.176
O 4.464 -3.471 -1.327 -0.214
C 4.222 -4.746 -1.990 -0.070
N 2.188 -0.648 -1.674 0.053
H 0.630 -2.351 -2.917 0.053
H 1.709 -3.659 -3.129 0.059
H 2.022 -2.101 -4.028 0.085
H 2.156 -2.620 -1.020 0.124
H 4.509 -1.570 -1.417 0.123
H 4.300 -2.338 -3.069 0.124
H 3.167 -5.014 -1.920 0.069
H 4.827 -5.492 -1.475 0.086
H 4.522 -4.708 -3.037 0.085
H 1.193 -0.689 -1.501 -0.002
H 2.375 -0.347 -2.620 0.096
```

Summary:
Relative energy (zero: lowest compared OMol25 entry of this formula, charge and spin): 70.2 kcal per mole
LUMO level: 0.35 eV
DFT total energy: -4070.26114 Ha
Orbital gap: 8.70 eV

***

# 2
DFT (ωB97M-V/def2-TZVPD) results for 11 unconnected molecules or ions with the total composition C30H82O22.

```
134
Properties=species:S:1:pos:R:3:lowdin_charge:R:1
C 0.128 1.408 0.179 -0.064
O -0.705 1.433 -0.988 -0.206
C -1.573 0.297 -1.167 -0.173
C -0.978 -0.910 -1.809 -0.163
O 0.013 -1.671 -1.046 -0.191
C 0.637 -2.713 -1.726 -0.106
H 0.365 2.454 0.377 0.069
H 0.972 0.686 0.118 0.100
H -0.493 1.022 1.009 0.082
H -2.410 0.606 -1.826 0.132
H -2.016 0.071 -0.204 0.107
H -0.569 -0.688 -2.797 0.097
H -1.844 -1.503 -2.137 0.127
H -0.136 -3.236 -2.276 0.077
H 1.115 -3.286 -0.971 0.078
H 1.357 -2.291 -2.402 0.074
C -3.988 -1.700 0.129 -0.142
O -4.334 -0.906 1.249 -0.156
C -3.453 -1.307 2.346 -0.140
C -3.966 -0.734 3.673 -0.176
O -3.107 -1.257 4.671 -0.213
C -3.614 -1.094 5.953 -0.116
H -4.695 -2.541 -0.031 0.096
H -2.971 -2.058 0.078 0.058
H -4.207 -1.099 -0.789 0.099
H -2.423 -0.893 2.245 0.134
H -3.507 -2.340 2.351 0.079
H -4.966 -1.011 3.999 0.123
H -3.954 0.384 3.686 0.122
H -2.740 -0.989 6.547 0.068
H -4.302 -1.866 6.250 0.089
H -4.114 -0.093 5.929 0.101
C 2.247 0.215 -4.090 -0.054
O 0.911 0.506 -4.596 -0.230
C 0.740 0.028 -5.975 -0.173
C 0.889 -1.468 -6.177 -0.185
O -0.012 -2.161 -5.310 -0.198
C -1.411 -1.967 -5.528 -0.087
H 2.380 -0.826 -3.851 0.063
H 2.277 0.771 -3.135 0.090
H 2.998 0.584 -4.806 0.099
H 1.456 0.614 -6.587 0.134
H -0.175 0.402 -6.328 0.095
H 1.912 -1.647 -5.904 0.105
H 0.747 -1.730 -7.240 0.135
H -1.798 -1.064 -5.044 0.065
H -1.958 -2.815 -5.085 0.093
H -1.710 -1.963 -6.579 0.091
C 5.974 4.738 0.736 -0.117
O 4.885 5.548 0.398 -0.191
C 3.777 5.557 1.279 -0.190
C 2.511 5.350 0.423 -0.145
O 2.625 4.007 -0.174 -0.235
C 1.847 3.823 -1.374 -0.082
H 5.659 3.683 0.774 0.082
H 6.489 4.962 1.687 0.088
H 6.694 4.899 -0.084 0.093
H 3.753 6.480 1.922 0.139
H 3.821 4.686 1.956 0.095
H 2.399 6.122 -0.352 0.127
H 1.643 5.336 1.098 0.104
H 0.767 4.048 -1.239 0.088
H 1.948 2.772 -1.672 0.075
H 2.331 4.472 -2.110 0.093
O -0.227 -6.918 -4.422 -0.069
C 0.701 -5.968 -3.941 -0.222
C 1.652 -5.624 -5.116 -0.272
O 2.289 -6.765 -5.566 -0.047
H 0.196 -7.663 -4.818 0.064
H 0.140 -5.087 -3.587 0.102
H 1.218 -6.414 -3.067 0.121
H 2.343 -4.860 -4.759 0.111
H 1.115 -5.121 -5.886 0.105
H 2.255 -6.819 -6.536 0.108
O -2.763 2.528 2.995 -0.108
C -2.742 3.940 2.914 -0.227
C -1.839 4.289 1.741 -0.177
O -0.377 4.171 1.989 -0.098
H -1.845 2.289 3.239 0.039
H -3.751 4.385 2.837 0.128
H -2.358 4.285 3.894 0.130
H -2.038 5.377 1.566 0.125
H -2.073 3.761 0.818 0.114
H -0.264 3.364 2.493 0.020
O 3.756 1.571 1.494 -0.058
C 2.976 2.124 2.551 -0.263
C 3.876 2.158 3.744 -0.245
O 4.338 0.841 3.981 -0.057
H 3.438 1.984 0.698 0.057
H 2.542 3.155 2.369 0.122
H 2.063 1.597 2.705 0.075
H 3.209 2.586 4.536 0.131
H 4.694 2.884 3.624 0.116
H 4.674 0.486 3.146 0.084
O -0.170 1.809 3.854 -0.144
C -0.038 1.752 5.313 -0.156
C -1.224 1.050 5.933 -0.233
O -2.485 1.720 5.904 -0.063
H 0.053 0.916 3.489 0.033
H 0.893 1.279 5.513 0.109
H 0.034 2.800 5.622 0.130
H -1.134 0.772 7.003 0.137
H -1.325 0.094 5.419 0.092
H -2.754 1.911 5.002 0.044
O -2.420 -4.314 1.448 -0.069
C -1.511 -4.556 0.376 -0.225
C -0.826 -5.951 0.366 -0.189
O -0.251 -6.231 1.658 -0.073
H -3.320 -4.264 1.155 0.063
H -2.029 -4.349 -0.544 0.113
H -0.781 -3.738 0.461 0.089
H -0.016 -5.874 -0.334 0.103
H -1.545 -6.691 0.072 0.111
H -0.964 -6.205 2.330 0.097
O -1.924 0.964 -4.050 -0.112
C -2.259 2.211 -4.560 -0.243
C -1.368 3.339 -4.013 -0.247
O -1.418 3.675 -2.652 -0.049
H -0.971 0.760 -3.974 0.053
H -2.149 2.179 -5.669 0.116
H -3.356 2.393 -4.384 0.135
H -1.558 4.307 -4.525 0.127
H -0.353 3.061 -4.353 0.113
H -1.161 2.931 -2.135 0.019
O 0.318 -0.552 2.861 -0.082
C 1.590 -1.197 2.800 -0.184
C 1.319 -2.608 2.341 -0.243
O 0.627 -3.338 3.337 -0.049
H -0.293 -1.094 3.348 0.084
H 2.156 -0.643 2.042 0.118
H 2.153 -1.275 3.753 0.139
H 2.259 -3.148 2.122 0.136
H 0.677 -2.488 1.485 0.092
H 0.191 -4.082 2.898 0.066
```

Summary:
LUMO level: 0.34 eV
DFT total energy: -2847.16977 Ha
SMILES string: COCCOC.COCCOC.COCCOC.COCCOC.OCCO.OCCO.OCCO.OCCO.OCCO.OCCO.OCCO
Orbital gap: 9.83 eV

***

# 3
DFT (ωB97M-V/def2-TZVPD) results for 8 unconnected molecules or ions with the total composition C30H83ClN7O4.

```
125
Properties=species:S:1:pos:R:3:lowdin_charge:R:1
N -3.411 -1.661 0.457 0.321
H -3.795 -1.181 1.276 0.148
H -2.672 -1.090 0.019 0.077
H -4.150 -1.944 -0.184 0.159
H -2.961 -2.458 0.910 0.144
N 0.703 -2.613 2.062 0.284
H -0.189 -3.076 2.180 0.122
H 1.158 -2.407 2.950 0.145
H 0.622 -1.733 1.538 0.071
H 1.335 -3.270 1.478 0.086
Cl -0.095 -0.041 -0.462 0.669
O 0.284 1.218 -1.003 -0.287
O 1.089 -0.884 -0.323 -0.377
O -0.661 0.067 0.874 -0.385
O -1.089 -0.689 -1.301 -0.370
C 4.287 0.375 -1.299 -0.072
C 4.189 1.179 -0.015 -0.264
N 4.779 2.509 -0.115 -0.195
C 4.918 3.140 1.191 -0.271
C 6.125 2.601 1.949 -0.091
C 4.134 3.356 -1.109 -0.245
C 2.662 3.672 -0.809 -0.079
H 5.312 0.108 -1.543 0.083
H 3.775 0.858 -2.132 0.071
H 3.720 -0.552 -1.164 0.040
H 3.170 1.218 0.400 0.107
H 4.791 0.643 0.727 0.098
H 5.057 4.214 1.063 0.117
H 3.990 3.034 1.777 0.106
H 6.998 2.686 1.301 0.078
H 6.324 3.226 2.823 0.071
H 6.055 1.572 2.299 0.058
H 4.250 2.913 -2.096 0.101
H 4.687 4.299 -1.145 0.111
H 2.490 3.894 0.245 0.065
H 2.089 2.765 -1.025 0.038
H 2.231 4.453 -1.433 0.076
C -4.380 5.754 -0.521 -0.077
C -4.253 4.789 0.657 -0.253
N -3.862 3.424 0.321 -0.195
C -4.929 2.693 -0.339 -0.252
C -4.736 1.184 -0.290 -0.099
C -2.559 3.294 -0.324 -0.244
C -1.469 4.103 0.366 -0.065
H -5.265 5.514 -1.114 0.070
H -3.490 5.804 -1.144 0.064
H -4.554 6.763 -0.140 0.077
H -3.512 5.199 1.346 0.098
H -5.165 4.729 1.253 0.114
H -5.834 2.924 0.225 0.118
H -5.046 3.013 -1.386 0.120
H -3.685 0.901 -0.392 0.035
H -5.102 0.749 0.646 0.065
H -5.246 0.683 -1.117 0.078
H -2.658 3.738 -1.337 0.117
H -2.262 2.268 -0.525 0.078
H -1.481 5.140 0.037 0.076
H -0.490 3.720 0.068 0.062
H -1.529 3.986 1.449 0.060
C -0.197 -2.111 -4.773 -0.076
C -1.089 -3.268 -5.252 -0.247
N -0.499 -4.193 -6.213 -0.187
C -0.066 -3.530 -7.450 -0.267
C -1.217 -2.858 -8.177 -0.088
C 0.593 -4.988 -5.670 -0.265
C 0.105 -6.085 -4.710 -0.083
H 0.794 -2.435 -4.463 0.057
H -0.674 -1.593 -3.938 0.059
H -0.104 -1.374 -5.573 0.070
H -1.388 -3.856 -4.379 0.090
H -2.012 -2.867 -5.668 0.104
H 0.404 -4.272 -8.096 0.111
H 0.741 -2.809 -7.235 0.113
H -0.938 -2.534 -9.179 0.074
H -1.638 -2.013 -7.634 0.062
H -2.008 -3.599 -8.319 0.081
H 1.108 -5.486 -6.489 0.113
H 1.334 -4.389 -5.119 0.104
H -0.594 -6.746 -5.215 0.077
H 0.976 -6.657 -4.379 0.071
H -0.325 -5.639 -3.813 0.032
C -3.400 1.516 6.283 -0.089
C -2.051 2.098 5.884 -0.286
N -2.147 3.109 4.855 -0.188
C -2.900 4.286 5.262 -0.256
C -2.428 4.991 6.540 -0.085
C -0.825 3.463 4.328 -0.259
C -0.167 2.331 3.551 -0.095
H -3.310 0.702 7.004 0.071
H -3.932 1.132 5.411 0.072
H -4.021 2.277 6.759 0.064
H -1.531 2.466 6.786 0.115
H -1.419 1.260 5.578 0.100
H -2.893 5.021 4.454 0.107
H -3.955 4.033 5.390 0.104
H -2.993 5.903 6.746 0.075
H -2.562 4.346 7.411 0.064
H -1.390 5.325 6.491 0.069
H -0.179 3.776 5.165 0.115
H -0.942 4.339 3.690 0.105
H 0.246 1.543 4.178 0.058
H 0.615 2.791 2.943 0.071
H -0.873 1.877 2.852 0.056
C 0.497 -3.789 -1.412 -0.078
C 1.354 -4.844 -0.727 -0.217
N 2.148 -4.276 0.375 -0.229
C 2.701 -5.371 1.203 -0.227
C 1.614 -6.170 1.927 -0.077
C 3.219 -3.436 -0.157 -0.249
C 3.992 -2.634 0.874 -0.078
H -0.218 -4.219 -2.119 0.060
H 1.041 -3.046 -1.990 0.066
H -0.151 -3.252 -0.712 0.050
H 0.686 -5.628 -0.378 0.108
H 2.017 -5.321 -1.461 0.131
H 3.295 -6.034 0.563 0.131
H 3.350 -4.937 1.961 0.102
H 0.835 -5.501 2.297 0.060
H 1.172 -6.930 1.284 0.071
H 2.038 -6.719 2.767 0.081
H 2.806 -2.718 -0.869 0.090
H 3.932 -3.980 -0.795 0.135
H 3.464 -1.793 1.331 0.068
H 4.891 -2.206 0.430 0.083
H 4.373 -3.250 1.693 0.066
```

Summary:
Relative energy (zero: lowest compared OMol25 entry of this formula, charge and spin): 10.6 kcal per mole
LUMO level: -3.78 eV
DFT total energy: -2336.70768 Ha
Charge: +1
Orbital gap: 5.85 eV